13
Properties=species:S:1:pos:R:3:mulliken_charge:R:1 method="wB97M-V/def2-TZVPD" energy_ev=-11290.5914 gap_ev=8.330 lumo_energy_ev=-5.52 spin_multiplicity=1 max_force_ev_per_a=4.02 total_charge=+1
C 0.16 1.20 0.63 0.044
C -1.27 1.19 0.72 -0.458
C 0.70 0.31 -0.20 0.200
C -1.88 0.43 -0.38 0.426
N -1.54 -0.67 0.39 -0.129
N 1.09 -0.53 -1.04 -0.221
O -2.63 0.47 -1.30 -0.433
O -2.56 -1.47 0.76 -0.319
H 0.94 1.59 1.29 0.412
H -1.67 1.82 1.46 0.473
H 1.24 -0.40 -1.98 0.272
H 1.17 -1.60 -0.88 0.349
H -2.26 -1.88 1.59 0.384

14
Properties=species:S:1:pos:R:3:mulliken_charge:R:1 method="wB97M-V/def2-TZVPD" energy_ev=-22135.4152 gap_ev="6.668 / 6.688" lumo_energy_ev="3.42 / 3.36" spin_multiplicity=1 max_force_ev_per_a=2.47 total_charge=-1
C -0.78 1.54 -0.03 0.066
C -1.32 0.35 -0.04 -0.427
C 1.24 -0.41 -0.02 0.233
C 2.03 -1.64 -0.07 -0.840
N 1.57 0.80 0.01 -0.572
N 0.65 1.79 -0.10 -0.093
O -3.37 -0.88 -1.18 -0.620
O -3.29 -0.76 1.29 -0.621
S -3.10 -0.03 0.01 0.481
H -1.27 2.51 0.00 0.363
H 1.44 -2.47 0.33 0.252
H 2.29 -1.87 -1.10 0.219
H 2.96 -1.56 0.51 0.299
H 0.95 2.62 0.39 0.260

14
Properties=species:S:1:pos:R:3:mulliken_charge:R:1 method="wB97M-V/def2-TZVPD" energy_ev=-13332.1264 gap_ev="7.356 / 7.501" lumo_energy_ev="-4.56 / -8.16" spin_multiplicity=3 max_force_ev_per_a=6.29 total_charge=+1
C 0.14 0.68 2.22 -0.464
C -0.04 0.28 0.99 0.527
C -0.09 1.69 1.13 -0.459
C 0.27 -1.82 -0.12 -0.368
N -0.10 -0.19 -2.50 1.078
N -0.21 -0.61 -0.01 0.327
O -0.74 0.15 -3.38 -0.378
O 0.97 -0.55 -2.21 -0.332
O -1.03 -0.10 -1.00 -0.456
H 0.32 0.45 3.31 0.371
H -1.04 2.30 0.98 0.264
H 0.78 2.41 1.01 0.263
H -0.31 -2.54 -0.88 0.274
H 1.07 -2.12 0.46 0.353

15
Properties=species:S:1:pos:R:3:mulliken_charge:R:1 method="wB97M-V/def2-TZVPD" energy_ev=-24174.3323 gap_ev="7.635 / 7.637" lumo_energy_ev="-6.03 / -6.03" spin_multiplicity=1 max_force_ev_per_a=4.69 total_charge=+1
C -0.28 -1.32 -0.03 -0.229
C -0.26 0.78 1.49 -0.300
C 0.06 1.45 -0.01 0.171
C -0.97 0.81 -0.89 -0.068
N -0.35 -0.45 1.36 -0.082
N -1.12 -0.52 -0.86 0.003
O 1.36 1.27 -0.28 -0.299
O 1.00 -1.43 -0.36 -0.427
O 3.24 -0.23 -0.77 -0.410
S 2.17 -0.11 0.15 0.827
H -0.52 -2.37 0.30 0.492
H -0.30 2.56 0.18 0.361
H -1.64 1.54 -1.33 0.440
H -0.54 -0.87 2.26 0.238
H -1.84 -1.12 -1.20 0.282

16
Properties=species:S:1:pos:R:3:mulliken_charge:R:1 method="wB97M-V/def2-TZVPD" energy_ev=-26233.5771 gap_ev=8.436 lumo_energy_ev=3.65 spin_multiplicity=1 max_force_ev_per_a=4.13 total_charge=-1
C -1.08 -0.25 1.21 0.013
C -1.20 0.12 -1.17 -0.012
C -1.64 0.68 0.19 -0.777
C 0.74 -1.03 0.05 0.386
N -0.16 -1.10 1.06 -0.558
N -0.43 -0.82 -1.47 -0.611
O 3.03 0.23 -0.25 -0.830
O 1.15 1.57 -1.02 -0.630
O 1.41 1.11 1.34 -0.671
O 1.63 -2.03 -0.18 -0.494
S 1.63 0.66 -0.01 1.290
H -1.52 -0.60 2.15 0.422
H -1.91 0.50 -1.91 0.366
H -2.70 0.71 0.40 0.377
H -1.26 1.70 0.12 0.309
H 2.31 -1.45 -0.51 0.418

12
Properties=species:S:1:pos:R:3:mulliken_charge:R:1 method="wB97M-V/def2-TZVPD" energy_ev=-16494.6334 gap_ev=9.567 lumo_energy_ev=-0.32 spin_multiplicity=1 max_force_ev_per_a=3.89
C -0.37 -0.91 1.47 0.210
C -1.17 0.62 -0.27 -0.413
C 1.47 -0.27 -0.42 -0.565
C -0.15 0.33 0.75 -0.153
N -0.36 -2.02 1.78 -0.462
N -0.81 0.38 -1.66 -0.333
P 0.66 -0.11 -2.06 0.155
H -2.04 0.05 -0.02 0.307
H -1.65 1.71 -0.20 0.249
H 2.40 0.33 -0.27 0.323
H 1.83 -1.39 -0.35 0.290
H 0.18 1.26 1.24 0.392

12
Properties=species:S:1:pos:R:3:mulliken_charge:R:1 method="wB97M-V/def2-TZVPD" energy_ev=-8697.0626 gap_ev=9.642 lumo_energy_ev=0.30 smiles="[H]/N=C/n1ccnc1" spin_multiplicity=1 max_force_ev_per_a=6.27
H 3.34 -0.18 -0.24 0.233
N 2.44 -0.53 -0.18 -0.556
C 1.63 0.50 0.15 0.113
N 0.27 0.32 0.05 0.128
C -0.31 -0.99 0.12 -0.214
C -1.64 -0.92 0.04 -0.379
N -2.04 0.46 -0.03 -0.526
C -0.86 1.12 -0.07 -0.021
H 1.88 1.69 0.53 0.236
H 0.15 -1.98 0.09 0.337
H -2.38 -1.66 -0.30 0.353
H -0.56 2.13 -0.46 0.296

12
Properties=species:S:1:pos:R:3:mulliken_charge:R:1 method="wB97M-V/def2-TZVPD" energy_ev=-8695.5204 gap_ev=9.206 lumo_energy_ev=-0.36 smiles="C1=C=NC=NC=1.N" spin_multiplicity=1 max_force_ev_per_a=0.52
C -0.08 -0.36 -0.18 -0.421
C -0.88 -0.48 -1.17 0.715
N -1.62 0.05 -2.03 -0.474
C -1.51 1.40 -1.77 -0.134
N -0.76 1.90 -0.81 -0.486
C -0.06 1.06 -0.02 -0.057
H -2.08 2.06 -2.41 0.368
H 0.54 1.53 0.76 0.415
N 1.68 -2.05 1.92 -0.701
H 2.28 -1.53 1.29 0.252
H 1.77 -1.67 2.85 0.213
H 0.73 -1.91 1.59 0.309